No. 1
ORCA calculation (ωB97M-V/def2-TZVPD) on a gas-phase ion, C5H14N2OPS2 (charge +1).

2S+1	1
E_HOMO	-12.50	eV
net charge	+1
Kohn-Sham gap	8.7	eV
SMILES	CCN(/C=[NH+]/[P@@](O)(=S)S)CC
molecular weight	213.29	Da

Bonds (Å) are listed after each position.
CARTESIAN COORDINATES (ANGSTROEM)
1 S -3.476 -1.481 -1.133  P3 2.138, H6 1.385
2 H -3.627 -1.118 1.758  O11 0.970
3 P -3.290 0.203 0.171  S1 2.138, O11 1.581, N14 1.798, S22 2.025
4 H 1.005 2.027 -0.621  C24 1.072
5 H -1.524 1.419 -0.966  N14 1.006
6 H -4.664 -1.682 -0.450  S1 1.385
7 C 1.626 -0.766 1.749  H12 1.109, H20 1.062, H21 1.069, C23 1.549
8 N 0.632 -0.058 -0.354  C19 1.307, C23 1.509, C24 1.464
9 H -0.867 -1.169 0.261  C19 1.084
10 H 2.911 2.089 -1.962  C15 1.118
11 O -2.893 -0.532 1.513  H2 0.970, P3 1.581
12 H 1.160 -1.594 2.322  C7 1.109
13 H 0.501 1.067 -1.951  C24 1.056
14 N -1.621 0.727 -0.243  P3 1.798, H5 1.006, C19 1.341
15 C 2.621 1.206 -1.342  H10 1.118, H18 1.137, C24 1.500, H25 1.138
16 H 2.596 -0.845 -0.174  C23 1.043
17 H 1.401 -2.015 0.063  C23 1.041
18 H 3.320 1.120 -0.449  C15 1.137
19 C -0.631 -0.152 -0.029  N8 1.307, H9 1.084, N14 1.341
20 H 2.606 -0.656 2.144  C7 1.062
21 H 1.212 0.151 2.111  C7 1.069
22 S -4.699 1.608 0.547  P3 2.025
23 C 1.646 -1.016 0.220  C7 1.549, N8 1.509, H16 1.043, H17 1.041
24 C 1.143 1.084 -1.113  H4 1.072, N8 1.464, H13 1.056, C15 1.500
25 H 2.913 0.382 -2.071  C15 1.138

***

No. 2
ORCA calculation (ωB97M-V/def2-TZVPD) on 2 unconnected molecules or ions with the total composition C5H14N2OSi.

2S+1	1
E_HOMO	-8.15	eV
Kohn-Sham gap	8.5	eV
molecular weight	146.27	Da

Bonds (Å) are listed after each position.
CARTESIAN COORDINATES (ANGSTROEM)
1 H 1.796 -2.703 -2.917  N5 1.032
2 H -0.572 -2.312 -0.872  C14 1.162
3 H -2.422 -0.929 -1.228  C20 1.077
4 H 3.260 -2.391 -2.480  N5 1.021
5 N 2.313 -2.331 -2.105  H1 1.032, H4 1.021, Si22 1.762
6 H 2.065 -0.455 2.626  N12 0.962
7 H -1.797 1.352 0.607  C18 1.156
8 H -2.261 -0.750 2.086  C21 1.112
9 H 2.646 0.791 3.337  N12 1.067
10 H -2.415 -1.767 0.656  C21 1.075
11 C -0.436 -1.122 0.815  H13 1.087, C14 1.472, C21 1.571, H23 1.071
12 N 1.938 0.003 3.463  H6 0.962, H9 1.067, H19 0.962
13 H -0.247 -1.904 1.547  C11 1.087
14 C 0.002 -1.347 -0.572  H2 1.162, C11 1.472, O15 1.467, Si22 1.857
15 O -0.498 -0.254 -1.414  C14 1.467, C20 1.445
16 H -2.126 0.766 -1.850  C20 1.050
17 H -3.439 0.716 0.228  C18 1.136
18 C -2.351 0.392 0.275  H7 1.156, H17 1.136, C20 1.554, C21 1.503
19 H 2.150 -0.423 4.299  N12 0.962
20 C -1.896 0.008 -1.161  H3 1.077, O15 1.445, H16 1.050, C18 1.554
21 C -1.972 -0.858 1.019  H8 1.112, H10 1.075, C11 1.571, C18 1.503
22 Si 1.845 -1.265 -0.783  N5 1.762, C14 1.857
23 H 0.035 -0.221 1.151  C11 1.071

***

No. 3
ORCA calculation (ωB97M-V/def2-TZVPD) on C5H14N2S in the gas phase.

2S+1	1
E_HOMO	-7.98	eV
Kohn-Sham gap	8.7	eV
molecular weight	134.25	Da

Bonds (Å) are listed after each position.
CARTESIAN COORDINATES (ANGSTROEM)
1 H -0.926 2.612 -1.755  C4 1.058
2 C 0.780 0.383 1.354  C6 1.454, N14 1.467, H17 1.221, H19 1.121
3 H 2.136 1.613 0.266  N14 1.017
4 C -1.007 1.811 -1.070  H1 1.058, H9 1.106, S12 1.837, H21 1.066
5 C 0.794 -1.737 0.079  C6 1.586, H15 1.127, H18 1.084, H22 1.074
6 C 0.013 -0.392 0.391  C2 1.454, C5 1.586, S12 2.005, C16 1.504
7 N -0.910 -0.340 -2.369  H8 1.093, S12 1.587
8 H -0.377 -1.181 -2.817  N7 1.093
9 H -1.968 1.263 -1.037  C4 1.106
10 H -1.698 -0.868 1.827  C16 1.145
11 H 2.531 0.084 0.384  N14 1.005
12 S 0.130 0.417 -1.440  C4 1.837, C6 2.005, N7 1.587
13 H -2.014 0.312 0.557  C16 1.097
14 N 2.106 0.827 0.910  C2 1.467, H3 1.017, H11 1.005
15 H 0.402 -2.523 -0.627  C5 1.127
16 C -1.434 -0.601 0.745  C6 1.504, H10 1.145, H13 1.097, H20 1.094
17 H 1.119 -0.296 2.310  C2 1.221
18 H 1.765 -1.544 -0.363  C5 1.084
19 H 0.233 1.285 1.732  C2 1.121
20 H -1.828 -1.396 0.105  C16 1.094
21 H -0.860 2.438 -0.220  C4 1.066
22 H 1.016 -2.166 1.038  C5 1.074